1.
3 unconnected molecules or ions with the total composition C5H17NO2, computed with ωB97M-V/def2-TZVPD.

XYZ file:
```
25
Properties=species:S:1:pos:R:3:forces:R:3
C 0.763 -0.933 0.967 -0.13 0.22 0.13
C -0.251 0.108 0.486 -0.62 -0.39 0.36
C -0.573 0.105 -1.014 0.49 0.18 0.55
C 0.085 1.464 1.116 0.17 0.64 -0.61
C -0.536 2.661 0.416 -0.47 0.52 -0.56
N 0.455 -2.307 0.563 -0.17 0.03 0.11
H 1.785 -0.656 0.703 0.06 0.21 -0.28
H 0.699 -0.861 2.057 0.20 -0.22 0.08
H -1.186 -0.179 0.988 -0.08 -0.18 -0.11
H -1.579 0.467 -1.172 -0.24 0.05 -0.13
H 0.106 0.747 -1.561 0.26 -0.06 -0.22
H -0.512 -0.907 -1.405 -0.05 0.04 -0.28
H 1.165 1.626 1.163 0.04 -0.14 -0.12
H -0.269 1.498 2.128 -0.08 -0.29 0.73
H -0.280 3.622 0.863 0.24 -0.10 0.28
H -0.220 2.734 -0.622 0.11 -0.06 -0.12
H -1.634 2.661 0.385 0.14 -0.35 0.14
H 1.310 -2.843 0.515 -0.07 -0.15 0.06
H 0.046 -2.348 -0.361 0.17 0.08 -0.07
H -2.181 -2.086 -0.244 -0.01 -0.09 0.19
H -3.422 -2.928 -0.562 -0.03 -0.12 0.14
O -2.835 -2.264 -0.926 0.05 0.16 -0.23
H 2.868 1.901 -1.819 0.19 0.21 0.10
H 3.294 1.610 -0.345 0.06 0.23 -0.20
O 2.790 1.279 -1.093 -0.23 -0.43 0.07
```
Forces are in eV/Å.

**E_tot**: -405.91964 Eh
**Highest occupied orbital energy**: -0.337 Ha
**Multiplicity**: 1
**SMILES**: CC[C@@H](C)CN.O.O
**Frontier orbital gap**: 9.8 eV
**Lowest unoccupied orbital energy**: 0.65 eV

---

2.
A single C22H25N3O2S2 molecule, computed with ωB97M-V/def2-TZVPD.

XYZ file:
```
54
Properties=species:S:1:pos:R:3:forces:R:3
C -4.215 -3.850 0.690 0.01 0.13 -0.02
C -4.468 -2.390 0.457 -0.03 -0.01 0.01
C -5.742 -1.864 0.523 0.21 0.06 -0.04
C -5.988 -0.509 0.308 -0.10 0.13 -0.01
C -4.951 0.344 0.022 0.08 -0.18 0.02
C -3.641 -0.147 -0.055 -0.24 -0.46 0.12
C -3.405 -1.517 0.165 -0.58 0.59 -0.04
N -2.115 -1.971 0.079 0.09 -0.45 0.07
C -1.009 -1.211 -0.189 -0.15 -0.13 0.03
O 0.094 -1.749 -0.247 0.15 -0.06 -0.05
C -1.259 0.205 -0.408 -0.23 0.42 -0.13
C -2.523 0.687 -0.350 0.50 -0.23 -0.08
H -2.711 1.735 -0.541 0.03 0.13 -0.05
C -0.074 1.098 -0.664 -0.07 -0.21 -0.05
N 0.504 1.590 0.575 -0.03 -0.29 -0.10
C 1.702 1.161 1.068 0.07 -0.06 0.03
N 2.149 -0.026 0.631 -0.27 -0.05 -0.36
H 1.492 -0.665 0.184 -0.06 0.13 0.03
C 3.428 -0.588 0.968 0.75 -0.02 -0.09
H 3.978 0.128 1.583 -0.14 -0.20 -0.07
C 4.244 -0.896 -0.302 -0.48 0.30 0.08
C 3.556 -1.949 -1.200 0.16 0.06 0.00
H 3.225 -1.519 -2.143 -0.09 -0.02 -0.01
C 4.635 -3.016 -1.400 0.15 0.11 0.16
H 4.231 -4.023 -1.464 -0.01 -0.06 -0.05
C 5.506 -2.809 -0.162 -0.01 -0.34 -0.11
H 6.540 -3.131 -0.289 -0.06 -0.04 0.04
H 5.074 -3.326 0.707 0.05 0.00 -0.05
O 5.518 -1.413 0.045 0.08 0.12 0.11
H 5.218 -2.808 -2.298 0.02 -0.05 -0.01
H 2.689 -2.371 -0.693 -0.07 -0.02 -0.03
H 4.419 0.045 -0.837 -0.08 -0.09 0.07
H 3.292 -1.512 1.541 0.01 0.02 0.01
S 2.549 2.083 2.159 0.53 0.45 0.61
C -0.190 2.709 1.184 0.01 0.02 0.20
C -0.098 3.949 0.359 -0.39 0.17 -0.20
C 0.987 4.743 0.162 -0.06 -0.12 0.12
C 0.733 5.823 -0.713 -0.11 0.11 -0.14
C -0.542 5.836 -1.175 -0.36 -0.18 -0.04
S -1.463 4.523 -0.554 0.61 0.15 0.23
H -1.010 6.532 -1.842 -0.03 0.20 -0.14
H 1.468 6.560 -0.981 0.10 0.15 -0.06
H 1.933 4.558 0.640 0.16 -0.11 0.11
H -1.238 2.430 1.336 0.06 0.00 0.04
H 0.282 2.884 2.156 -0.24 -0.07 -0.17
H 0.688 0.561 -1.233 -0.08 0.11 0.02
H -0.397 1.965 -1.250 0.08 -0.13 0.01
H -1.940 -2.958 0.224 0.09 0.17 -0.04
H -5.126 1.396 -0.146 -0.03 0.13 -0.02
H -6.999 -0.136 0.369 -0.09 0.05 0.00
H -6.570 -2.520 0.748 -0.06 -0.10 0.03
H -3.545 -3.998 1.537 0.06 -0.10 0.06
H -3.768 -4.313 -0.190 0.05 -0.12 -0.03
H -5.148 -4.363 0.904 -0.01 -0.06 0.01
```
Forces are in eV/Å.

**E_tot**: -1964.50297 Eh
**Highest occupied orbital energy**: -0.282 Ha
**Multiplicity**: 1
**SMILES**: Cc1cccc2cc(CN(Cc3cccs3)C(=S)NC[C@@H]3CCCO3)c(=O)[nH]c12
**Frontier orbital gap**: 7.5 eV
**Lowest unoccupied orbital energy**: -0.21 eV

---

3.
11 unconnected molecules or ions with the total composition C17H56N4O11 at a distorted geometry, computed with ωB97M-V/def2-TZVPD.

XYZ file:
```
88
Properties=species:S:1:pos:R:3:forces:R:3
C 0.605 -3.431 -4.589 -0.21 -0.41 0.81
C -0.481 -3.056 -3.551 -0.04 0.54 -2.10
O -0.157 -1.824 -2.999 0.28 1.50 0.64
H 0.753 -2.776 -5.435 -0.77 0.54 -0.22
H 0.473 -4.434 -4.976 -0.20 -0.24 -0.03
H 1.579 -3.408 -4.136 0.45 -0.22 0.67
H -0.667 -3.744 -2.768 0.42 -1.26 0.69
H -1.439 -2.907 -4.048 -0.28 -0.26 -0.51
H -0.871 -1.585 -2.372 -0.11 -0.10 -0.15
C -3.971 2.914 -0.558 -0.04 -0.11 -0.59
C -3.444 1.624 0.094 0.72 0.00 0.99
O -4.506 0.785 0.604 -0.13 0.78 -1.50
H -4.639 3.432 0.148 0.11 -0.36 -0.14
H -4.543 2.759 -1.505 0.48 -0.05 0.67
H -3.156 3.644 -0.767 -0.30 -0.75 0.06
H -2.950 1.917 1.003 0.54 0.75 0.42
H -2.616 1.008 -0.375 -1.32 0.71 -0.53
H -4.107 0.237 1.275 -0.19 -0.55 0.59
C -1.399 -3.682 0.631 -0.29 0.88 -0.56
C -0.113 -2.916 0.342 -0.92 -1.13 -0.47
O 0.663 -3.649 -0.590 0.03 0.94 -0.19
H -1.135 -4.609 1.075 0.12 -1.04 0.46
H -2.003 -3.871 -0.280 0.54 0.21 0.40
H -2.039 -3.124 1.321 0.05 -0.17 -0.01
H 0.459 -2.757 1.223 0.45 -0.22 1.22
H -0.320 -1.926 0.007 -0.36 0.84 -0.79
H 1.176 -2.937 -1.034 0.31 -1.06 0.08
C -1.553 5.764 2.138 -1.21 -0.93 -0.19
C -0.791 4.401 1.982 0.52 1.81 -0.51
O 0.024 4.532 0.813 -1.49 1.91 0.45
H -0.889 6.594 2.205 0.89 0.46 -0.01
H -2.223 5.864 3.018 0.46 -0.57 -0.32
H -2.212 5.983 1.259 0.65 -0.51 0.51
H -1.446 3.582 1.788 -0.91 -0.64 0.34
H -0.150 4.163 2.857 -0.46 0.21 -0.17
H 0.568 3.775 0.770 1.41 -1.52 -0.07
C -1.912 -0.656 1.937 -1.61 0.12 2.04
C -2.859 -1.041 3.154 0.92 2.11 -0.19
O -4.249 -1.002 2.813 0.67 -0.18 -0.27
H -1.712 0.409 1.955 0.16 0.14 -0.05
H -2.311 -0.932 0.990 -0.45 -0.33 -0.79
H -1.024 -1.218 2.080 0.99 -0.21 0.04
H -2.624 -0.357 3.996 -0.41 0.41 -0.54
H -2.508 -1.920 3.617 -0.19 -1.98 -0.12
H -4.808 -0.990 3.596 0.22 0.01 0.04
C 5.984 1.725 -0.688 -1.49 0.41 -0.63
C 4.459 1.536 -0.681 2.45 1.12 3.01
O 4.045 0.295 -0.231 1.74 -0.68 1.34
H 6.468 0.985 -1.268 0.54 -1.19 -0.36
H 6.344 1.751 0.311 0.65 0.12 0.76
H 6.188 2.644 -1.246 0.02 0.22 0.50
H 4.145 1.693 -1.610 -1.57 0.61 -4.14
H 4.063 2.358 -0.077 -0.26 -0.07 0.11
H 3.147 0.210 -0.476 -2.14 -0.58 -0.60
C 2.634 2.334 2.175 -3.66 2.48 -3.98
O 1.892 2.600 1.069 3.38 -1.78 4.48
N 2.652 3.135 3.202 -1.08 4.83 3.24
N 3.389 1.319 2.420 0.05 -2.95 -3.93
H 2.186 4.072 3.229 0.49 -1.64 -0.55
H 3.267 3.002 4.015 -0.47 -0.11 -0.94
H 3.519 0.691 1.631 0.56 -0.46 0.16
H 3.792 1.173 3.278 1.07 -0.49 1.91
C -3.805 -1.732 -1.949 6.15 1.86 3.00
O -2.496 -1.616 -1.510 -5.56 -0.09 -1.76
N -4.740 -0.865 -1.669 -0.51 2.42 1.05
N -4.187 -2.748 -2.613 -1.33 -5.14 -4.02
H -4.484 -0.184 -0.979 -0.09 0.42 0.50
H -5.726 -0.843 -1.884 0.37 -0.71 -0.29
H -3.436 -3.419 -2.954 -1.71 1.26 0.62
H -5.195 -2.803 -2.992 2.67 -0.09 0.84
C 2.986 -2.110 1.536 0.16 0.47 1.89
O 2.471 -3.024 2.505 -1.10 0.34 0.96
H 3.747 -1.516 2.081 0.17 -0.15 -0.70
H 2.164 -1.416 1.332 0.40 -0.17 -1.21
H 3.439 -2.706 0.749 -0.34 0.46 -0.36
H 1.812 -2.492 3.017 0.87 -1.03 -0.49
C 0.252 1.141 -0.833 0.74 0.35 1.21
O 1.244 0.331 -0.218 -0.02 -0.94 -0.91
H 0.675 1.867 -1.515 0.10 0.37 -0.07
H -0.230 1.582 0.022 -0.66 0.97 -0.14
H -0.471 0.572 -1.326 -0.94 -1.27 -0.93
H 1.530 0.911 0.481 0.45 0.67 0.66
C 3.342 -1.506 -2.598 -0.14 0.94 -0.15
O 2.206 -1.841 -1.876 -0.83 -0.96 0.22
H 4.166 -1.709 -1.932 0.58 -0.21 -0.26
H 3.243 -0.414 -2.655 0.85 0.02 -0.90
H 3.441 -1.997 -3.601 -0.05 0.36 0.77
H 1.398 -1.619 -2.381 -0.01 -0.06 -0.02
```
Forces are in eV/Å.

**E_tot**: -1727.83112 Eh
**Highest occupied orbital energy**: -0.323 Ha
**Multiplicity**: 1
**SMILES**: NC(N)=O.NC(N)=O.CCO.CCO.CCO.CCO.CCO.CCO.CO.CO.CO
**Frontier orbital gap**: 9.0 eV
**Lowest unoccupied orbital energy**: 0.23 eV

---

4.
2 unconnected molecules or ions with the total composition CH4FOP at a distorted geometry, computed with ωB97M-V/def2-TZVPD.

XYZ file:
```
8
Properties=species:S:1:pos:R:3:forces:R:3
C -0.145 0.096 -0.303 0.45 0.96 -2.05
O 0.352 1.012 -1.363 -0.64 0.29 -0.12
F 2.150 -0.047 0.979 -1.58 0.99 0.26
P 0.717 0.806 1.101 -0.17 -3.68 2.32
H -1.221 0.256 -0.159 0.08 -0.46 -0.05
H 0.129 -0.913 -0.721 -0.43 0.91 1.05
H -0.109 1.881 -1.346 0.33 -1.05 0.17
H -0.371 -0.438 2.227 1.96 2.02 -1.56
```
Forces are in eV/Å.

**E_tot**: -556.88446 Eh
**Highest occupied orbital energy**: -0.360 Ha
**Multiplicity**: 1
**Frontier orbital gap**: 9.9 eV
**Lowest unoccupied orbital energy**: 0.08 eV

---

5.
A single C3H5NOS2 molecule at a distorted geometry, computed with ωB97M-V/def2-TZVPD.

XYZ file:
```
12
Properties=species:S:1:pos:R:3:forces:R:3
C 1.053 -0.120 0.939 -0.42 -0.46 -0.13
C -0.128 0.548 0.351 -0.32 1.20 0.03
C -1.418 -0.142 0.172 0.47 0.02 -0.30
H 2.109 0.319 -1.230 -0.29 0.63 -0.02
H 1.488 0.688 1.512 0.48 -0.52 0.69
H 0.725 -1.050 1.483 0.66 1.12 -0.27
H -2.261 0.502 0.300 -0.59 0.39 -0.05
H -0.741 3.341 -0.598 0.33 -0.02 0.23
N 0.074 1.818 0.154 0.06 -1.34 0.23
O -0.994 2.436 -0.393 -1.20 0.25 -0.57
S 2.193 -0.659 -0.347 0.68 -1.27 0.05
S -1.626 -1.699 -0.164 0.13 0.01 0.12
```
Forces are in eV/Å.

**E_tot**: -1043.58390 Eh
**Highest occupied orbital energy**: -0.325 Ha
**Multiplicity**: 1
**SMILES**: O/N=C(\C=S)CS
**Frontier orbital gap**: 7.7 eV
**Lowest unoccupied orbital energy**: -1.09 eV

---

6.
A molecular structure, C36H25Cl3F12N3O3PdS at a distorted geometry, computed with ωB97M-V/def2-TZVPD.

XYZ file:
```
84
Properties=species:S:1:pos:R:3:forces:R:3
Pd -1.147 -1.556 -1.762 0.44 -1.81 2.55
C -4.582 1.485 2.883 0.09 -0.06 -0.10
C -3.766 0.433 2.175 -0.02 0.08 0.04
C -2.549 0.000 2.692 -0.19 -0.07 0.01
C -1.799 -0.942 2.027 0.15 -0.02 -0.25
C -2.181 -1.472 0.774 -0.52 0.22 0.39
N -1.355 -2.366 0.132 -0.22 0.54 -1.83
C -0.502 -3.225 0.763 0.42 -0.07 -0.01
C -0.941 -3.873 1.938 -0.09 -0.01 -0.04
C -0.165 -4.794 2.602 0.04 0.07 0.00
C 1.098 -5.138 2.130 0.10 0.00 0.03
C 1.962 -6.130 2.868 -0.12 0.02 -0.14
C 1.531 -4.531 0.962 -0.17 -0.12 0.16
C 0.782 -3.575 0.278 -0.14 0.18 -0.05
C 1.373 -2.897 -0.977 0.18 -0.50 -0.07
O 0.929 -1.654 -1.258 -1.03 0.37 -0.63
C 2.930 -2.721 -0.824 0.10 0.18 0.02
F 3.396 -1.803 -1.686 -0.53 -0.64 0.18
F 3.261 -2.280 0.410 -0.04 0.01 -0.14
F 3.668 -3.839 -1.046 -0.14 0.14 0.12
C 1.196 -3.893 -2.187 -0.14 -0.01 -0.25
F -0.070 -3.915 -2.640 0.12 0.02 0.14
F 1.967 -3.550 -3.242 -0.04 0.04 0.07
F 1.502 -5.171 -1.887 0.07 0.10 0.02
C -3.411 -0.999 0.225 0.32 0.02 -0.16
C -4.175 -0.093 0.959 0.20 0.12 0.11
C -3.945 -1.490 -1.145 -0.62 0.15 -0.05
O -3.165 -2.356 -1.814 0.96 1.25 -0.26
C -5.312 -2.215 -0.855 -0.07 -0.30 0.10
F -5.671 -3.032 -1.852 0.03 0.10 0.13
F -5.231 -2.971 0.258 0.00 0.01 -0.17
F -6.357 -1.363 -0.659 0.21 -0.12 0.15
C -4.342 -0.277 -2.132 0.22 0.07 -0.37
F -4.624 0.916 -1.567 -0.01 -0.11 0.18
F -3.357 -0.024 -3.016 0.13 -0.12 0.29
F -5.413 -0.585 -2.892 0.00 -0.09 -0.03
H -4.399 1.455 3.958 -0.06 0.03 0.01
H -5.648 1.339 2.702 -0.01 0.02 0.04
H -4.317 2.485 2.527 -0.04 0.00 0.04
H -2.197 0.405 3.634 0.06 -0.01 0.03
H -0.856 -1.275 2.442 -0.01 0.02 0.01
H -1.931 -3.635 2.306 0.01 -0.02 -0.01
H -0.544 -5.266 3.503 -0.03 0.03 0.01
H 1.719 -6.124 3.932 0.05 -0.05 0.02
H 3.018 -5.885 2.755 0.02 -0.04 0.02
H 1.810 -7.147 2.495 0.04 -0.02 0.04
H 2.496 -4.829 0.576 0.04 0.07 0.00
H -5.117 0.249 0.557 -0.02 -0.05 0.00
Cl 5.521 -0.296 -1.997 0.66 0.34 -0.11
C 4.464 1.063 -1.889 -0.09 0.16 0.05
C 3.442 1.079 -0.953 -0.04 -0.04 0.09
C 2.623 2.193 -0.873 0.09 0.03 -0.01
C 2.801 3.291 -1.711 0.04 0.10 -0.03
C 1.826 4.449 -1.670 -0.04 -0.16 -0.42
C 0.656 4.143 -2.636 0.23 0.17 0.37
N -0.068 2.968 -2.213 -0.11 0.08 -0.03
C -0.901 2.895 -1.118 -0.06 -0.12 0.12
C -1.209 1.579 -0.964 0.09 0.20 -0.10
N -0.589 0.842 -1.946 -0.30 -0.07 -0.26
C 0.083 1.699 -2.669 0.05 -0.23 -0.04
O 1.254 4.646 -0.405 -0.13 -0.06 0.11
C 2.148 5.024 0.633 -0.03 0.00 0.10
C 1.796 4.272 1.882 -0.12 0.11 -0.08
C 0.613 4.404 2.547 0.21 -0.23 0.20
Cl -0.674 5.452 2.137 -0.10 0.09 -0.02
S 0.503 3.366 3.916 0.09 0.07 -0.25
C 2.067 2.735 3.601 -0.15 0.01 0.09
C 2.627 3.296 2.500 0.08 -0.02 0.05
C 3.824 3.231 -2.655 -0.08 -0.21 0.25
Cl 4.074 4.539 -3.777 0.03 0.11 -0.10
C 4.661 2.133 -2.748 0.02 -0.06 -0.06
H 3.269 0.224 -0.314 0.00 0.05 -0.04
H 1.815 2.215 -0.151 -0.02 -0.04 -0.04
H 2.321 5.365 -2.009 -0.01 -0.01 -0.05
H 1.058 3.981 -3.635 -0.05 0.01 -0.03
H -0.018 5.000 -2.648 -0.03 -0.04 -0.05
H -1.179 3.766 -0.555 0.03 0.04 0.03
H -1.828 1.125 -0.212 -0.11 -0.08 0.05
H 0.691 1.442 -3.522 0.04 0.10 -0.01
H 2.054 6.102 0.801 0.05 0.00 -0.05
H 3.181 4.796 0.357 0.00 0.04 0.00
H 2.472 1.971 4.245 0.02 -0.01 -0.03
H 3.604 3.031 2.120 -0.01 -0.03 0.00
H 5.449 2.103 -3.487 0.01 0.02 0.01
```
Forces are in eV/Å.

**E_tot**: -4881.98752 Eh
**Highest occupied orbital energy (alpha / beta)**: -0.150 / -0.150 Ha
**Multiplicity**: 1
**Total charge**: -1
**Frontier orbital gap (alpha / beta)**: 6.0 / 6.0 eV
**Lowest unoccupied orbital energy (alpha / beta)**: 1.91 / 1.91 eV

---

Which value of E_tot does entry 2 give? -1964.50297 Eh

---

Among the records above, which one has the highest E_tot? C5H17NO2

---

Which value of multiplicity does entry 3 give? 1